Entry 1:
This record from OMol25 describes an isolated ion of composition C5H7N4O and charge +1 in a non-equilibrium geometry. The level of theory is ωB97M-V/def2-TZVPD.

```
17
C5H7N4O ωB97M-V/def2-TZVPD
C 0.441 -0.235 2.123
O 1.121 2.086 -0.218
H 1.803 1.457 0.050
C 0.170 -0.937 0.073
C 0.036 0.205 0.794
H -1.345 1.999 -1.689
H 0.380 0.334 3.065
N -0.824 1.175 -1.294
H 0.587 -2.899 0.718
N 0.538 -1.513 2.137
C -0.085 1.541 0.091
N -0.214 -1.101 -1.194
H -0.825 2.230 0.704
C -0.703 -0.022 -1.824
H -0.418 -2.090 -1.662
H -1.043 -0.246 -2.796
N 0.382 -1.984 0.922
```

Calculated values
**E_tot**: -488.70507 Ha
**Structure (SMILES)**: O[C@H]1[NH+]=CNc2[nH]ncc21
**Lowest unoccupied orbital energy**: -3.98 eV
**HOMO energy**: -13.51 eV
**ΔE to the lowest compared entry with this formula, charge and spin**: 29.3 kcal per mole
**Charge**: +1
**HOMO-LUMO gap**: 9.532 eV

Atom charges from the Mulliken analysis, given in e for atoms 1 to 6:
1. C -0.632
2. O -0.489
3. H 0.431
4. C 0.320
5. C 0.046
6. H 0.288

---

Entry 2:
This record from OMol25 describes C5H7N4O2S as an isolated structure in a non-equilibrium geometry. The level of theory is ωB97M-V/def2-TZVPD.

```
19
C5H7N4O2S ωB97M-V/def2-TZVPD
H -2.176 2.825 0.445
H -2.935 0.683 1.005
H -1.993 -1.226 0.058
N -2.049 0.706 0.468
C -0.010 -0.351 -0.130
C -1.316 -0.388 0.210
C -1.443 1.937 0.348
N 2.669 -0.585 1.445
N -0.246 2.111 -0.024
H 1.533 -3.348 -0.270
N 0.907 -1.365 -0.373
O 1.773 1.119 -0.511
H 0.177 -2.867 -1.470
C 0.577 -2.723 -0.428
C 0.580 1.024 -0.177
O 0.180 3.334 -0.376
H 1.083 3.220 -0.633
H -0.041 -3.295 0.348
S 2.733 -0.813 0.065
```

Calculated values
**E_tot**: -961.98135 Ha
**Lowest unoccupied orbital energy**: -4.52 eV
**HOMO energy**: -12.17 eV
**ΔE to the lowest compared entry with this formula, charge and spin**: 140.2 kcal per mole
**Charge**: +1
**HOMO-LUMO gap**: 7.650 eV

Atom charges from the Mulliken analysis, given in e for atoms 1 to 6:
1. H 0.368
2. H 0.328
3. H 0.444
4. N -0.098
5. C 0.320
6. C -0.324

---

Entry 3:
This record from OMol25 describes an isolated ion of composition C5H7N4OS2 and charge +1 in a non-equilibrium geometry. The level of theory is ωB97M-V/def2-TZVPD.

```
19
C5H7N4OS2 ωB97M-V/def2-TZVPD
N -1.787 -0.884 -0.230
S -0.704 1.145 0.733
N 2.799 -1.564 0.424
C 1.729 -0.912 0.221
H 0.295 -2.212 0.029
C -2.888 0.056 -0.402
H 1.828 1.691 -0.636
H -3.013 0.293 -1.398
H -3.010 1.131 1.341
C 2.545 1.174 -0.060
H -1.813 -1.846 -0.423
N 0.423 -1.233 0.189
N 3.963 -1.131 0.266
H -2.530 2.149 -0.219
O 5.139 1.279 -0.153
C -2.522 1.299 0.422
C -0.606 -0.456 0.266
S 3.923 0.452 -0.242
H -3.773 -0.431 -0.129
```

Calculated values
**E_tot**: -1284.83665 Ha
**Lowest unoccupied orbital energy (alpha / beta)**: -4.87 / -4.87 eV
**HOMO energy (alpha / beta)**: -12.52 / -12.52 eV
**ΔE to the lowest compared entry with this formula, charge and spin**: 43.6 kcal per mole
**Charge**: +1
**HOMO-LUMO gap (alpha / beta)**: 7.647 / 7.648 eV

Atom charges from the Mulliken analysis, given in e for atoms 1 to 6:
1. N -0.231
2. S -0.030
3. N -0.023
4. C 0.115
5. H 0.271
6. C -0.708

---

Entry 4:
This record from OMol25 describes an isolated ion of composition C5H7N4S and charge +1 in a non-equilibrium geometry. The level of theory is ωB97M-V/def2-TZVPD.

```
17
C5H7N4S ωB97M-V/def2-TZVPD
C 1.215 -1.224 0.980
H 1.869 -2.047 1.233
N -0.458 1.702 -0.885
H -1.231 1.327 0.913
N 0.159 -1.504 0.345
N -0.474 0.948 0.331
H -1.750 -0.818 0.389
S -0.528 -1.752 -2.555
H 2.514 0.310 1.865
H -1.780 -2.228 -2.651
C 0.784 1.155 1.042
H 1.003 2.197 1.224
C 1.580 0.138 1.354
C -0.653 0.930 -1.862
C -0.776 -0.557 -0.052
H -0.669 1.229 -2.891
N -0.908 -0.468 -1.498
```

Calculated values
**E_tot**: -811.58860 Ha
**Structure (SMILES)**: SN1C=N[N@@H+]2C=CC=N[C@H]12
**Lowest unoccupied orbital energy**: -4.64 eV
**HOMO energy**: -13.53 eV
**ΔE to the lowest compared entry with this formula, charge and spin**: 70.5 kcal per mole
**Charge**: +1
**HOMO-LUMO gap**: 8.893 eV

Atom charges from the Mulliken analysis, given in e for atoms 1 to 6:
1. C -0.131
2. H 0.426
3. N -0.781
4. H 0.400
5. N -0.472
6. N 0.493

---

Entry 5:
This record from OMol25 describes one molecule with the formula C5H7N5 in a non-equilibrium geometry. The level of theory is ωB97M-V/def2-TZVPD.

```
17
C5H7N5 ωB97M-V/def2-TZVPD
H -1.476 3.433 -0.913
C -1.389 0.186 0.575
C -1.289 2.620 -0.367
N -0.505 -2.154 0.442
N 2.752 0.587 -0.549
H -0.464 -2.201 1.395
C -0.508 -0.823 -0.127
H -0.693 -0.841 -1.137
C -1.473 1.478 -0.141
N 1.755 -0.656 0.907
H 0.390 -2.602 0.061
H -2.421 -0.216 0.599
N 0.857 -0.380 -0.132
H 1.180 0.942 -1.823
H -1.067 0.346 1.677
N 2.796 -0.142 0.550
C 1.556 0.425 -1.019
```

Calculated values
**E_tot**: -468.35517 Ha
**Structure (SMILES)**: C#CC[C@H](N)n1cnnn1
**Lowest unoccupied orbital energy**: 0.62 eV
**HOMO energy**: -10.10 eV
**ΔE to the lowest compared entry with this formula, charge and spin**: 96.4 kcal per mole
**HOMO-LUMO gap**: 10.720 eV

Atom charges from the Mulliken analysis, given in e for atoms 1 to 6:
1. H 0.428
2. C -0.288
3. C -0.093
4. N -0.730
5. N -0.339
6. H 0.261

---

Entry 6:
This record from OMol25 describes an isolated ion of composition C5H7N5S and charge +2 in a non-equilibrium geometry. The level of theory is ωB97M-V/def2-TZVPD.

```
18
C5H7N5S ωB97M-V/def2-TZVPD
N 0.287 -1.019 2.539
H 2.085 1.028 -0.787
N -1.377 -0.775 -0.815
H -2.207 -1.382 -1.172
H -0.089 2.140 -0.539
N -0.299 -2.288 0.692
C 0.600 0.300 0.426
H -1.081 -2.815 0.830
N -0.265 1.165 -0.284
C -0.432 -1.174 0.009
H -1.839 1.124 -1.712
C 0.315 -2.234 1.991
N 1.902 0.472 0.038
C 0.347 0.125 1.900
C -1.198 0.544 -1.023
S 0.873 -3.536 2.767
H 0.109 0.965 2.391
H 2.644 0.187 0.708
```

Calculated values
**E_tot**: -865.93010 Ha
**Structure (SMILES)**: N[C@]12C=NC(=S)NC1=[NH+]C=[NH+]2
**Lowest unoccupied orbital energy**: -10.45 eV
**HOMO energy**: -16.90 eV
**ΔE to the lowest compared entry with this formula, charge and spin**: 38.9 kcal per mole
**Charge**: +2
**HOMO-LUMO gap**: 6.450 eV

Atom charges from the Mulliken analysis, given in e for atoms 1 to 6:
1. N -0.224
2. H 0.223
3. N -0.050
4. H 0.380
5. H 0.334
6. N -0.076

---

Entry 7:
This record from OMol25 describes C5H7N6O as an isolated structure in a non-equilibrium geometry. The level of theory is ωB97M-V/def2-TZVPD.

```
19
C5H7N6O ωB97M-V/def2-TZVPD
H -0.301 2.054 -0.778
N -3.225 -0.347 0.934
C 1.345 0.147 0.133
C -0.945 0.874 0.597
C -3.751 -0.339 -0.380
H -1.995 1.963 -0.595
N 0.036 -0.095 0.624
C 3.475 -0.665 -0.508
H 2.070 -1.862 0.383
N -1.123 1.818 -0.278
H 3.281 0.138 -1.151
N -4.015 -0.030 -1.464
H 3.852 -1.497 -0.955
N 2.252 -0.880 0.151
O 1.521 1.272 -0.300
C -0.922 -1.024 0.676
H 4.192 -0.447 0.307
H -3.832 -0.886 1.511
N -1.914 -0.197 1.092
```

Calculated values
**E_tot**: -598.06381 Ha
**Lowest unoccupied orbital energy**: -5.35 eV
**HOMO energy**: -14.26 eV
**ΔE to the lowest compared entry with this formula, charge and spin**: 128.8 kcal per mole
**Charge**: +1
**HOMO-LUMO gap**: 8.912 eV

Atom charges from the Mulliken analysis, given in e for atoms 1 to 6:
1. H 0.270
2. N -0.386
3. C 0.647
4. C 0.164
5. C 0.262
6. H 0.242

---

Entry 8:
This record from OMol25 describes one molecule with the formula C5H7NO. The level of theory is ωB97M-V/def2-TZVPD.

```
14
C5H7NO ωB97M-V/def2-TZVPD
H -0.326 -2.173 -1.361
N 0.212 1.734 0.666
C -1.098 -0.088 0.519
H 0.502 -2.248 0.179
H -1.471 1.498 1.990
H 1.394 -1.772 -1.286
C -0.913 1.064 1.169
C 0.440 -1.679 -0.755
O 2.028 1.130 -0.634
H -1.825 -0.849 0.757
C -0.044 -0.240 -0.543
H -0.427 0.117 -1.516
H 0.602 2.596 1.015
C 0.924 0.909 -0.199
```

Calculated values
**E_tot**: -324.71447 Ha
**Structure (SMILES)**: C[C@H]1C=CNC1=O
**Lowest unoccupied orbital energy**: 0.93 eV
**HOMO energy**: -8.61 eV
**ΔE to the lowest compared entry with this formula, charge and spin**: 6.3 kcal per mole
**HOMO-LUMO gap**: 9.548 eV

Atom charges from the Mulliken analysis, given in e for atoms 1 to 6:
1. H 0.343
2. N -0.041
3. C -0.704
4. H 0.352
5. H 0.409
6. H 0.336